# C4H7NO2

A single C4H7NO2 molecule (ωB97M-V/def2-TZVPD, the OMol25 dataset).

- Charge: 0
- Orbital gap: 10.04 eV
- Maximum force: 0.0097 Eh/bohr
- Spin multiplicity: 1
- ΔE to the lowest compared entry with this formula, charge and spin: 1.7563 eV
- SMILES string: O=CN1CC(O)C1
- LUMO energy: 0.626 eV

Geometry as XYZ:
```
14
C4H7NO2 (ωB97M-V/def2-TZVPD)
O -1.88630 -0.11803 -1.11287
C -1.24393 -0.22027 0.13022
C -0.00453 -1.13672 0.00826
N 0.81162 0.07013 -0.04002
C -0.24824 0.92686 0.47337
C 2.12419 0.28992 -0.26875
O 2.67399 1.37064 -0.19355
H -2.62801 0.49427 -1.02460
H -1.94870 -0.48158 0.92977
H 0.16538 -1.69607 0.94127
H 0.04458 -1.80927 -0.85755
H -0.15598 1.03688 1.56569
H -0.36146 1.91276 0.00519
H 2.65740 -0.63953 -0.55643
```